Formula: C4H11N2O
Source: the Open Molecules 2025 dataset
Level of theory: ωB97M-V/def2-TZVPD

The geometry in ORCA input format:
```
! wB97M-V def2-TZVPD RIJCOSX def2/J DEFGRID3
* xyz -1 1
N 1.740 -0.685 -1.589
C 0.358 -0.467 -1.016
C 0.298 -1.058 0.480
C -1.228 -0.881 1.043
O -1.519 0.212 1.643
C 0.237 1.249 -0.956
N -0.039 1.778 0.404
H 1.609 -1.573 -2.034
H 2.485 -0.891 -0.903
H -0.368 -0.780 -1.679
H 0.445 -2.121 0.533
H 0.994 -0.681 1.231
H -1.938 -1.045 0.177
H -1.382 -1.789 1.653
H 1.089 1.674 -1.385
H -0.727 1.504 -1.565
H -0.719 1.241 0.878
H 0.777 2.055 0.930
*
```

lowest unoccupied orbital energy = 4.24 eV
SMILES = NC[C@@H](N)CC[O-]

---

Formula: C36H37ErN4O4
Source: the Open Molecules 2025 dataset
Level of theory: ωB97M-V/def2-TZVPD

The geometry in ORCA input format:
```
! wB97M-V def2-TZVPD RIJCOSX def2/J DEFGRID3
* xyz 0 4
Er -0.287 -0.190 -0.405
C -1.109 3.316 0.816
N -0.431 2.398 1.719
C -1.145 2.213 2.981
C -2.035 0.979 3.084
C -3.501 1.369 2.978
N -3.902 2.055 1.754
C -4.085 1.243 0.811
C -4.203 1.593 -0.635
C -5.153 2.473 -1.170
C -5.177 2.689 -2.547
C -4.272 2.082 -3.448
C -3.259 1.298 -2.925
C -3.260 0.998 -1.535
O -2.242 0.341 -0.999
C 0.941 2.828 1.990
C 1.933 2.542 0.874
C 2.634 1.236 0.984
N 1.793 0.025 1.160
C 2.089 -0.685 2.131
C 1.304 -1.789 2.761
C 1.881 -2.429 3.888
C 1.133 -3.243 4.753
C -0.156 -3.475 4.371
C -0.699 -2.973 3.189
C -0.022 -2.145 2.336
O -0.552 -1.593 1.299
H -1.353 4.224 1.453
H -2.100 2.977 0.504
H -0.531 3.460 -0.105
H -1.569 3.115 3.347
H -0.340 2.036 3.707
H -1.854 0.436 3.985
H -1.851 0.350 2.205
H -3.656 2.026 3.875
H -4.095 0.444 3.057
H -4.177 0.179 1.088
H -5.867 2.933 -0.500
H -5.939 3.348 -3.011
H -4.447 2.256 -4.493
H -2.505 0.780 -3.542
H 1.378 2.365 2.906
H 0.963 3.894 2.156
H 2.620 3.310 0.965
H 1.582 2.616 -0.169
H 3.322 1.235 1.884
H 3.363 1.218 0.132
H 3.079 -0.469 2.542
H 2.890 -2.209 4.087
H 1.627 -3.741 5.597
H -0.773 -3.958 5.064
H -1.714 -3.346 2.991
C 0.800 3.690 -2.937
C 0.755 2.208 -2.667
O 0.124 1.875 -1.667
C 1.625 1.227 -3.354
C 2.315 1.575 -4.496
C 3.173 0.759 -5.126
C 3.408 -0.554 -4.609
C 2.761 -0.933 -3.483
C 1.914 -0.025 -2.850
O 1.339 -0.512 -1.746
H 1.801 4.004 -2.596
H 0.039 4.152 -2.321
H 0.699 3.943 -4.051
H 2.212 2.562 -4.926
H 3.667 1.161 -5.988
H 4.036 -1.236 -5.142
H 2.762 -1.934 -3.064
N -0.744 -2.507 -2.050
C -0.011 -3.349 -1.706
C 0.930 -4.298 -1.135
C 0.725 -4.570 0.215
C 1.605 -5.491 0.765
C 2.643 -6.085 0.049
C 2.843 -5.775 -1.314
C 1.918 -4.913 -1.883
H -0.113 -4.179 0.693
H 1.448 -5.727 1.830
H 3.359 -6.802 0.519
H 3.672 -6.150 -1.953
H 2.024 -4.753 -2.944
*
```

lowest unoccupied orbital energy (spin up / spin down) = 0.11 / 0.11 eV

---

Formula: C10H16
Source: the Open Molecules 2025 dataset
Level of theory: ωB97M-V/def2-TZVPD

The geometry in ORCA input format:
```
! wB97M-V def2-TZVPD RIJCOSX def2/J DEFGRID3
* xyz 1 2
C 1.197 -1.473 0.168
C 2.709 -1.810 0.387
C 1.042 -0.015 0.226
C 0.851 0.696 -1.032
C 1.131 0.760 1.366
C 0.268 1.958 -1.023
C 0.712 2.103 1.319
C 0.215 2.700 0.110
H 0.806 -1.987 -0.557
H 0.634 -1.929 0.976
H 3.116 -1.707 -0.592
H 1.026 0.062 -2.025
H 1.770 0.314 2.235
H -0.069 2.456 -1.937
H 0.568 2.501 2.305
H 0.014 3.710 0.169
H 3.011 -2.797 0.735
H 3.085 -1.039 0.988
C -2.872 -1.276 -0.471
C -2.622 0.201 -0.516
H -2.306 -1.931 -1.209
H -2.674 -1.587 0.561
H -3.840 -1.593 -0.714
H -2.970 0.558 0.545
H -3.219 0.666 -1.180
H -1.583 0.458 -0.834
*
```

lowest unoccupied orbital energy (spin up / spin down) = -4.48 / -8.11 eV

---

Formula: C2H3Cl2O3
Source: the Open Molecules 2025 dataset
Level of theory: ωB97M-V/def2-TZVPD

The geometry in ORCA input format:
```
! wB97M-V def2-TZVPD RIJCOSX def2/J DEFGRID3
* xyz 0 4
O 1.441 -0.203 -0.833
O 1.056 -0.129 0.393
C 3.791 -0.527 -1.891
C 3.219 -0.426 -0.486
Cl 3.837 0.958 0.375
Cl 3.468 -1.889 0.429
O 5.199 -0.708 -1.793
H 3.243 -1.364 -2.325
H 3.473 0.405 -2.359
H 5.494 -0.764 -2.706
*
```

lowest unoccupied orbital energy (spin up / spin down) = 0.67 / -2.88 eV

---

Values for energy relative to the best compared isomer or geometry (same formula, charge and spin), kJ/mol, ordered as above
221.3; 248.6; 207.5; 248.7
Values for maximum force, eV/Å, ordered as above
7.225; 4.047; 6.025; 9.030